Density functional theory data (the ωB97M-V functional and the def2-TZVPD basis) for C51H71AsGeIrN5O2 as an isolated structure at a distorted geometry.

The energy above the lowest of the compared OMol25 structures with the same formula, charge and spin comes out at 2.257 eV. For the HOMO-LUMO gap (alpha / beta), the calculation gives 5.3 / 3.8 eV. Its maximum force is 0.048 hartree/bohr. As for the charge: +3. For the total energy, the calculation gives -185753.4134 eV. The molar mass is 1125.91 g mol⁻¹. As for the spin multiplicity: 2.

Last column: Mulliken charge in e.
Geometry (Å):
Ir  -0.163  -1.023  1.547  4.8524
N  1.566  -2.566  1.239  -0.6464
C  2.526  -2.493  2.343  -0.6795
C  1.765  -2.592  3.640  -0.6232
N  0.804  -1.490  3.751  -0.1693
C  1.290  -0.265  4.413  -1.0132
C  1.341  0.901  3.449  -0.2157
N  0.067  0.986  2.721  -0.7549
H  2.032  -2.235  0.375  0.0528
H  1.257  -3.526  1.112  0.1109
H  3.265  -3.295  2.290  0.6358
H  3.060  -1.543  2.278  0.0716
H  1.198  -3.527  3.636  0.1188
H  2.450  -2.627  4.490  0.5639
H  0.010  -1.846  4.275  -0.2530
H  0.619  -0.013  5.236  0.3726
H  2.283  -0.414  4.839  0.4223
H  1.558  1.817  4.002  0.6750
H  2.131  0.745  2.715  -0.2854
H  -0.688  1.270  3.345  0.1070
H  0.149  1.679  1.980  0.2848
C  -0.885  -5.297  1.573  -2.1258
C  -1.175  -4.695  2.924  1.2347
C  -1.040  -5.490  4.057  -0.7142
C  -1.285  -4.988  5.321  -1.0850
C  -1.677  -3.667  5.475  -0.5828
C  -1.837  -2.839  4.372  -0.2662
C  -2.336  -1.434  4.546  -0.7894
C  -1.582  -3.361  3.090  0.2004
N  -1.709  -2.550  1.915  0.1333
C  -2.725  -2.680  1.146  1.0518
C  -3.895  -3.545  1.466  -2.1304
C  -2.671  -1.985  -0.157  0.5988
C  -3.479  -2.535  -1.286  -2.0284
N  -1.859  -1.010  -0.257  1.6547
C  -1.731  -0.229  -1.428  -1.0984
C  -0.575  -0.377  -2.214  0.4466
C  0.278  -1.594  -2.039  -0.2994
C  -0.319  0.544  -3.215  -0.4074
C  -1.230  1.549  -3.502  -1.0324
C  -2.444  1.575  -2.838  -1.0079
C  -2.721  0.697  -1.798  1.1457
C  -4.077  0.734  -1.147  -1.3347
H  0.143  -5.665  1.538  0.4767
H  -1.018  -4.594  0.753  0.1748
H  -1.532  -6.158  1.403  0.4836
H  -0.748  -6.526  3.937  0.5295
H  -1.173  -5.626  6.186  0.4601
H  -1.874  -3.272  6.463  0.5405
H  -2.149  -1.078  5.559  0.6531
H  -3.413  -1.391  4.378  0.4072
H  -1.869  -0.764  3.827  -0.3918
H  -3.889  -3.841  2.511  0.5048
H  -3.874  -4.456  0.862  0.4088
H  -4.832  -3.034  1.248  0.5154
H  -3.127  -3.546  -1.511  0.4291
H  -3.375  -1.930  -2.182  0.4576
H  -4.534  -2.613  -1.025  0.4487
H  -0.191  -2.445  -2.540  0.5826
H  0.372  -1.845  -0.982  -0.2940
H  1.265  -1.454  -2.462  -0.4819
H  0.592  0.440  -3.790  0.5122
H  -1.018  2.281  -4.270  0.5396
H  -3.199  2.290  -3.139  0.5584
H  -4.490  1.739  -1.205  0.5785
H  -4.032  0.418  -0.106  -0.2671
H  -4.768  0.073  -1.675  0.3947
O  2.869  -1.011  -0.469  -0.8483
C  2.435  0.070  -0.065  0.2102
O  1.295  0.305  0.490  -0.6810
C  3.342  1.314  -0.116  -0.4943
C  4.469  1.236  -1.151  -1.2909
Ge  3.967  1.696  -3.022  1.0614
C  5.644  2.092  -4.096  0.1993
C  5.740  3.289  -4.806  -0.1947
C  6.932  3.575  -5.442  -0.6546
C  7.980  2.644  -5.421  -0.3861
C  7.868  1.445  -4.719  -0.8089
C  6.681  1.145  -4.078  -0.0591
C  2.790  3.259  -3.069  0.7495
C  1.950  3.550  -4.145  -0.1329
C  1.182  4.704  -4.144  -0.7538
C  1.227  5.571  -3.061  -0.6071
C  2.050  5.288  -1.980  -0.8893
C  2.843  4.151  -1.996  -0.6432
C  3.557  0.138  -4.184  0.8165
C  3.815  -1.143  -3.702  -0.4016
C  3.566  -2.241  -4.513  -0.5816
C  3.107  -2.059  -5.813  -0.6817
C  2.858  -0.780  -6.295  -0.7765
C  3.110  0.322  -5.494  -0.5631
H  3.783  1.380  0.884  0.4894
H  2.698  2.180  -0.256  0.0231
H  4.888  0.230  -1.132  0.6010
H  5.276  1.916  -0.870  0.5610
H  4.928  4.005  -4.829  0.4230
H  7.035  4.519  -5.961  0.4515
H  8.879  2.842  -5.990  0.4407
H  8.679  0.732  -4.693  0.4475
H  6.572  0.199  -3.562  0.4056
H  1.896  2.877  -4.991  0.1596
H  0.555  4.933  -4.995  0.5030
H  0.635  6.476  -3.066  0.4546
H  2.092  5.962  -1.135  0.4708
H  3.530  3.972  -1.177  0.4779
H  4.181  -1.291  -2.694  0.3534
H  3.772  -3.234  -4.136  0.4836
H  2.981  -2.912  -6.466  0.4510
H  2.510  -0.634  -7.309  0.4856
H  2.965  1.316  -5.897  0.3364
C  -4.662  1.779  5.337  -1.1462
C  -4.300  2.529  4.064  -0.7605
As  -3.585  1.388  2.630  0.3262
C  -3.164  2.746  1.242  -0.1415
C  -4.287  3.676  0.790  -1.4717
C  -5.164  0.259  2.182  0.0989
C  -6.434  0.928  1.667  -1.4667
H  -5.059  2.470  6.079  0.3987
H  -3.793  1.288  5.780  0.1985
H  -5.427  1.024  5.151  0.2894
H  -3.564  3.310  4.261  0.4784
H  -5.192  3.006  3.652  0.4426
H  -2.740  2.210  0.390  -0.1179
H  -2.358  3.337  1.683  0.5383
H  -5.158  3.127  0.441  0.2041
H  -3.933  4.295  -0.037  0.4021
H  -4.602  4.348  1.587  0.3629
H  -5.383  -0.258  3.120  0.5822
H  -4.826  -0.503  1.475  -0.2008
H  -6.789  1.705  2.344  0.3475
H  -7.225  0.179  1.590  0.4207
H  -6.298  1.361  0.678  0.1961